Entry 1:
Here is a structure of composition C45H41BCl6F6N8OPY at a distorted geometry from the OMol25 dataset. Energies are from wB97M-V/def2-TZVPD.

Structure (XYZ):
```
110
C45H41BCl6F6N8OPY | the OMol25 dataset | wB97M-V/def2-TZVPD
Y 1.40497 -1.02796 -0.21558
Cl 6.07713 -1.68011 -4.41962
Cl 8.79000 1.35678 -1.65092
Cl 5.14710 -4.63908 -4.80697
Cl 0.92684 -3.68433 -1.55237
Cl 4.39933 0.27342 -2.72335
Cl 2.50439 -5.61915 -3.41091
P 1.76118 2.26358 -1.24283
F 0.31934 -0.48823 -2.38955
F 0.16195 -1.88650 -4.22481
F 2.90601 -2.37274 2.45782
F 2.33129 -4.04001 1.14416
F -1.23203 -0.06855 -4.02624
F 1.01130 0.25499 -4.45917
O 0.51829 -4.25268 6.48809
N -1.48284 -1.23086 -0.55166
N -0.39364 3.78881 -2.25498
N 0.38232 -3.10424 3.96348
N 1.13458 4.96578 -0.74501
N -0.00199 -2.28557 1.65936
N -6.59156 -0.88852 -0.29064
N -6.27437 -2.15344 -2.09414
N 1.83697 4.43193 -3.04096
C 6.37411 2.16070 -0.62166
C -0.52793 -3.35084 6.16306
C -2.72304 3.92351 2.77821
C -0.21033 3.11229 3.63321
C -3.37432 -1.91414 -1.83113
C -10.17872 -1.41301 -1.13947
C 0.18734 -2.64948 2.73732
C 1.71456 3.75583 -0.13281
C -2.31527 -0.69298 0.33973
C 3.56595 0.51429 1.27409
C 1.45527 -4.06219 4.24954
C -0.77795 2.49613 2.51004
C -0.00426 2.42824 -1.84535
C -9.97754 -2.21830 -2.27587
C 2.43240 -3.11471 -2.31058
C -3.69616 -0.73746 0.20722
C -0.07080 1.48135 1.78205
C -0.24816 4.73418 -1.15733
C 0.95550 -4.98144 5.34125
C 0.42783 4.22729 -3.37827
C -0.88733 4.11713 4.30992
C -4.23627 -1.36774 -0.90073
C 3.09380 -4.00386 -3.15048
C 5.18096 1.96971 0.05505
C -8.70831 -2.54428 -2.70944
C 2.81570 -1.82075 -2.03018
C -0.08190 -2.35039 5.12025
C 6.93888 -0.14036 -0.26855
C 4.78762 0.70742 0.59444
C -2.05073 2.91776 2.09882
C -7.64331 -2.03719 -1.96885
C -2.00495 -1.82313 -1.61959
C 5.75095 -0.33456 0.40208
C -5.71010 -1.44670 -1.06727
C 0.52186 0.62682 1.12994
C -2.14451 4.53144 3.88609
C 4.24849 -3.56469 -3.77933
C 2.84251 -2.69392 1.05656
C -9.11184 -0.92090 -0.41196
C 7.25871 1.10997 -0.79249
C 1.90156 5.36997 -1.92355
C 4.65928 -2.24447 -3.59736
C -7.82372 -1.24238 -0.83386
C 3.92183 -1.39780 -2.76326
C 2.50028 3.15646 -2.70011
B 0.07507 -0.55189 -3.82586
H 7.63015 -0.96600 -0.40262
H 1.16454 3.50558 0.77487
H -0.13397 1.76564 -2.69684
H -2.66341 5.32670 4.40734
H -0.80738 -2.84532 7.08665
H -0.67044 2.07956 -1.05260
H -2.49792 2.44835 1.23000
H 4.51641 2.81600 0.19413
H 1.50215 6.32918 -2.26796
H 3.55252 3.35605 -2.47835
H -8.55399 -3.16637 -3.58203
H -0.81202 4.36921 -0.29499
H -0.89951 -1.69367 4.82733
H -10.83576 -2.59053 -2.82128
H -1.39306 -3.90961 5.78257
H 3.43403 -0.37703 1.87150
H 0.35907 3.48421 -4.17427
H -3.72151 -2.39134 -2.73893
H 2.74116 3.98541 0.16240
H -5.77238 -2.65077 -2.80672
H -11.18984 -1.17802 -0.83179
H -1.84318 -0.21090 1.18625
H -0.66968 5.69407 -1.47395
H 0.12802 -5.59435 4.96197
H 0.02937 5.18015 -3.74126
H -3.70236 4.23740 2.43629
H 0.77343 2.79391 3.95368
H 6.62601 3.13901 -1.01806
H 3.89045 -2.88120 0.80359
H 1.69963 -4.60188 3.33777
H -1.31084 -2.22337 -2.34564
H 5.51812 -1.32220 0.78630
H 2.94593 5.50821 -1.63486
H 2.34871 -3.52563 4.57364
H 2.94533 1.36588 1.52189
H -9.25843 -0.29966 0.46231
H -4.34472 -0.28726 0.94672
H 2.46912 2.48706 -3.56161
H 0.73600 -1.74021 5.51734
H 1.75657 -5.63579 5.68103
H -0.42594 4.58526 5.17148
```

Computed properties:
HOMO level, eV: -0.7
Frontier orbital gap, Ha: 0.1505
Energy relative to the best compared isomer or geometry (same formula, charge and spin), kJ/mol: 147.2
Net charge: -2

Entry 2:
Here is a structure of composition C11H23ClI2NP2SY at a distorted geometry from the OMol25 dataset. Energies are from wB97M-V/def2-TZVPD.

Structure (XYZ):
```
42
C11H23ClI2NP2SY | the OMol25 dataset | wB97M-V/def2-TZVPD
I 0.18409 -0.92289 -7.28121
I 0.18409 1.74401 -7.57611
Y 0.17039 0.86701 -1.02051
Cl 0.16299 1.14671 1.34889
S 0.19349 -1.88239 -0.08391
P -2.14321 0.88821 -0.88361
P 2.48309 0.87601 -0.86691
N -1.38221 -2.40559 2.00289
C 3.44129 0.69321 -2.41781
C -0.13691 -2.02679 1.56749
C -2.82831 -0.43059 0.18719
C 0.53429 -1.94199 3.92019
C 0.85159 -1.85689 2.56239
C -2.82421 2.42061 -0.14641
C -1.71141 -2.49099 3.32479
C 3.15359 -0.44819 0.20659
C 3.16639 2.40351 -0.12161
C -0.76191 -2.23739 4.30779
C -3.09091 0.70741 -2.44131
H 1.87289 -1.68049 2.35629
H 2.90959 -1.42149 -0.22741
H -2.34401 2.57161 0.82389
H -2.34941 -0.35399 1.16669
H -4.16891 0.73051 -2.25081
H 4.51799 0.71311 -2.21961
H -3.91031 2.35081 -0.02201
H -2.82481 1.51931 -3.12361
H -2.71691 -2.76119 3.61979
H -2.58741 -1.40589 -0.24421
H 1.29899 -1.78049 4.67069
H -2.58201 3.26911 -0.79191
H -1.01931 -2.29769 5.36019
H 3.18239 1.50621 -3.10161
H -3.91451 -0.33199 0.29049
H 3.17739 -0.25339 -2.89731
H -2.82631 -0.24019 -2.91851
H 2.67799 2.55641 0.84419
H 4.25079 2.32711 0.01289
H 2.66889 -0.36999 1.18319
H -2.13401 -2.64849 1.33159
H 4.23959 -0.35609 0.31689
H 2.93539 3.25411 -0.76841
```

Computed properties:
HOMO level, eV: -13.3
Frontier orbital gap, Ha: 0.2241
Energy relative to the best compared isomer or geometry (same formula, charge and spin), kJ/mol: 406.2
Net charge: +2

Entry 3:
Here is a structure of composition C2H2FHgOP at a distorted geometry from the OMol25 dataset. Energies are from wB97M-V/def2-TZVPD.

Structure (XYZ):
```
8
C2H2FHgOP | the OMol25 dataset | wB97M-V/def2-TZVPD
Hg -0.85043 1.45220 -2.60150
P -0.61702 -1.23064 -2.12181
F -1.71476 1.41633 -0.46229
O -0.61127 -1.43159 -0.37807
C -0.92773 0.82785 0.49229
C -0.70049 -0.49456 0.56565
H -0.89205 -0.91718 1.56027
H -0.95121 1.21720 1.54449
```

Computed properties:
Multiplicity: 3
HOMO level (spin up / spin down), eV: -7.4 / -9.0
Frontier orbital gap (spin up / spin down), Ha: 0.2804 / 0.2849

Molecular weight (computed, u): 1167.276 641.494 292.599
E (computed, a.u.): -6017.85244 -2661.94341 -747.13837